[1]
102
Properties=species:S:1:pos:R:3:mulliken_charge:R:1 method="wB97M-V/def2-TZVPD" orbital_gap_ha=0.1269 energy_ha=-3007.369706 charge=+1 molar_mass_g_mol=739.63
C -0.831 -4.164 -2.961 -0.73
C -2.143 -5.171 -3.187 -0.34
O -3.366 -4.432 -3.538 -0.21
C -4.570 -5.249 -3.281 -0.27
N -5.654 -4.250 -2.827 -0.57
I -5.786 -2.652 -4.176 0.40
H -0.015 -4.856 -2.432 0.22
H -1.083 -3.226 -2.302 0.18
H -0.368 -3.862 -4.014 0.31
H -2.275 -5.801 -2.190 0.31
H -1.895 -5.868 -4.110 0.23
H -4.441 -5.986 -2.353 0.35
H -4.909 -5.918 -4.179 0.29
H -5.276 -3.833 -1.930 0.42
H -6.573 -4.705 -2.636 0.40
O 0.387 -2.406 -0.549 -0.77
P 0.716 -1.986 0.905 0.75
N 0.527 -0.351 0.598 0.58
C 1.478 0.633 0.125 -1.07
C -0.841 0.129 0.421 -1.41
N 2.294 -2.630 0.878 0.30
C 3.490 -1.916 0.479 -1.44
C 2.366 -3.979 0.288 -1.00
N 1.094 -1.503 2.576 0.00
C -0.036 -1.793 3.463 -1.26
C 1.796 -0.330 3.067 -0.84
H 1.323 1.581 0.653 0.38
H 1.378 0.809 -0.948 0.28
H 2.514 0.368 0.312 0.22
H -1.206 0.569 1.351 0.38
H -1.518 -0.686 0.145 0.30
H -0.926 0.884 -0.374 0.46
H 3.386 -1.476 -0.518 0.67
H 4.369 -2.574 0.453 0.42
H 3.762 -1.146 1.194 0.11
H 2.404 -3.940 -0.804 0.29
H 1.496 -4.580 0.578 0.29
H 3.247 -4.519 0.645 0.37
H -0.813 -1.025 3.379 0.48
H 0.282 -1.863 4.509 0.37
H -0.488 -2.756 3.205 0.30
H 1.151 0.556 3.098 0.26
H 2.686 -0.079 2.495 0.24
H 2.155 -0.512 4.087 0.32
O -3.683 -0.320 3.007 -0.82
P -4.597 0.915 3.203 0.64
N -5.280 0.329 4.615 0.37
C -6.433 -0.524 4.818 -1.13
C -4.440 0.352 5.809 -1.13
N -5.449 0.685 1.744 0.26
C -6.660 -0.094 1.588 -1.09
C -4.574 0.380 0.598 -1.11
N -5.647 2.334 3.428 0.05
C -4.868 3.480 3.904 -1.06
C -6.994 2.416 3.969 -0.89
H -6.999 -0.180 5.691 0.38
H -6.141 -1.565 4.978 0.32
H -7.140 -0.511 3.995 0.36
H -4.676 1.230 6.415 0.29
H -3.377 0.398 5.549 0.29
H -4.567 -0.543 6.434 0.38
H -6.536 -1.115 1.965 0.35
H -6.963 -0.172 0.536 0.37
H -7.511 0.375 2.071 0.26
H -4.308 -0.679 0.564 0.32
H -3.647 0.964 0.646 0.24
H -5.057 0.645 -0.348 0.49
H -4.674 3.409 4.979 0.32
H -5.380 4.427 3.698 0.36
H -3.902 3.525 3.391 0.35
H -7.001 2.403 5.065 0.29
H -7.657 1.630 3.617 0.23
H -7.466 3.352 3.647 0.32
O 4.801 1.780 -1.293 -0.75
P 5.970 2.202 -2.216 0.68
N 5.425 3.778 -2.378 0.41
C 4.499 4.359 -3.328 -1.13
C 5.592 4.651 -1.221 -1.21
N 5.580 1.088 -3.446 0.20
C 4.699 1.344 -4.567 -1.03
C 5.271 -0.260 -2.937 -1.16
N 7.314 2.688 -3.278 -0.02
C 8.546 2.856 -2.503 -1.03
C 7.325 3.615 -4.397 -0.88
H 4.854 5.350 -3.632 0.38
H 3.497 4.460 -2.904 0.31
H 4.402 3.795 -4.250 0.36
H 6.486 5.267 -1.343 0.29
H 5.704 4.074 -0.297 0.33
H 4.732 5.319 -1.066 0.38
H 3.717 1.702 -4.239 0.31
H 4.529 0.440 -5.168 0.36
H 5.130 2.047 -5.272 0.26
H 4.236 -0.335 -2.595 0.36
H 5.927 -0.523 -2.100 0.29
H 5.434 -1.019 -3.708 0.43
H 8.560 3.821 -1.986 0.32
H 9.434 2.783 -3.141 0.34
H 8.633 2.068 -1.748 0.34
H 7.382 4.660 -4.069 0.29
H 6.467 3.515 -5.058 0.23
H 8.197 3.420 -5.032 0.32

---

[2]
75
Properties=species:S:1:pos:R:3:mulliken_charge:R:1 method="wB97M-V/def2-TZVPD" orbital_gap_ha="0.2113 / 0.2097" energy_ha=-9899.184522 charge=+1 molar_mass_g_mol=1086.77
Ir -1.013 0.247 -0.148 0.95
Se -2.809 -2.940 -1.369 0.03
Se -0.932 -3.433 -0.122 0.12
C -1.485 -2.492 1.454 -0.24
C -1.764 -3.227 2.597 -0.83
C -2.183 -2.563 3.736 -0.62
C -2.308 -1.183 3.692 -1.02
C -2.018 -0.522 2.516 -0.46
N -1.604 -1.160 1.403 0.52
C -1.943 -1.869 -2.712 0.07
C -2.000 -2.337 -4.015 -0.77
C -1.345 -1.629 -5.010 -0.49
C -0.682 -0.468 -4.662 -0.79
C -0.706 -0.053 -3.342 -0.43
N -1.314 -0.739 -2.366 0.12
H -1.657 -4.301 2.570 0.54
H -2.418 -3.109 4.639 0.45
H -2.626 -0.617 4.556 0.55
H -2.110 0.553 2.447 0.63
H -2.527 -3.256 -4.228 0.47
H -1.358 -1.975 -6.035 0.45
H -0.163 0.128 -5.399 0.53
H -0.253 0.883 -3.052 0.59
S -0.232 2.219 -1.135 -0.50
C 1.373 1.581 -1.450 0.55
N 2.172 2.408 -2.111 -0.85
N 3.368 2.078 -2.534 0.17
C 3.915 0.857 -2.975 0.73
C 3.140 -0.226 -3.383 -0.06
C 3.754 -1.373 -3.855 -0.22
C 5.138 -1.458 -3.934 -0.70
C 5.908 -0.376 -3.537 -0.58
C 5.303 0.777 -3.068 -0.62
N 1.754 0.402 -0.964 -0.42
N 0.972 -0.250 -0.171 1.19
C 1.671 -1.322 0.455 -0.16
C 1.382 -1.707 1.760 0.05
C 2.127 -2.696 2.383 -0.79
C 3.180 -3.309 1.721 -0.75
C 3.487 -2.915 0.425 -0.61
C 2.743 -1.934 -0.202 -0.28
H 3.958 2.893 -2.627 0.25
H 2.062 -0.164 -3.360 0.26
H 3.137 -2.206 -4.168 0.44
H 5.606 -2.356 -4.312 0.43
H 6.987 -0.429 -3.592 0.40
H 5.909 1.617 -2.748 0.40
H 0.636 -1.172 2.327 0.46
H 1.909 -2.960 3.410 0.47
H 3.770 -4.067 2.219 0.42
H 4.320 -3.367 -0.097 0.46
H 2.994 -1.614 -1.203 0.28
C -5.707 1.756 -0.386 -0.30
C -4.670 2.560 -0.826 -0.97
C -3.371 2.100 -0.739 -0.03
N -3.051 0.891 -0.246 0.34
C -4.066 0.114 0.164 0.22
C -5.388 0.504 0.116 -1.05
H -6.733 2.097 -0.421 0.44
H -4.855 3.546 -1.226 0.49
H -2.560 2.727 -1.072 0.46
H -3.818 -0.861 0.551 0.29
H -6.156 -0.164 0.479 0.47
F -1.247 4.994 6.593 -0.29
C -0.845 4.264 5.557 0.70
C 0.474 3.851 5.467 0.20
F 1.333 4.182 6.427 -0.28
C 0.888 3.108 4.378 0.20
F 2.163 2.715 4.304 -0.31
C 0.012 2.758 3.359 -0.10
Se 0.640 1.820 1.838 0.18
C -1.310 3.159 3.494 0.22
F -2.196 2.799 2.545 -0.13
C -1.744 3.912 4.567 -0.22
F -3.017 4.301 4.650 -0.30

---

[3]
108
Properties=species:S:1:pos:R:3:mulliken_charge:R:1 method="wB97M-V/def2-TZVPD" orbital_gap_ha="0.1663 / 0.1785" energy_ha=-6254.915974 multiplicity=2 charge=+4 molar_mass_g_mol=1177.50 s2=0.765
W -0.315 0.165 -0.257 0.28
C 1.742 -2.480 2.357 -2.14
C 1.222 -1.246 2.076 -0.18
N 0.602 -1.269 0.856 0.23
N 0.749 -2.535 0.370 1.51
C 1.419 -3.270 1.244 -0.03
B 0.023 -3.032 -0.950 0.18
N -1.473 -2.682 -0.729 0.23
C -2.610 -3.359 -0.897 0.03
C -3.682 -2.519 -0.625 -1.82
C -3.106 -1.310 -0.304 -0.55
N -1.761 -1.396 -0.388 0.11
N 0.426 -2.122 -2.141 0.79
C 0.598 -2.502 -3.415 -0.03
C 0.381 -1.416 -4.248 -1.99
C 0.055 -0.379 -3.403 -0.25
N 0.074 -0.792 -2.116 0.28
N 0.336 -4.455 -1.156 0.26
C -0.226 -5.602 -0.661 -0.23
C 0.603 -6.642 -0.971 -1.09
C 1.682 -6.043 -1.656 -0.26
N 1.536 -4.740 -1.756 -0.81
H 2.291 -2.784 3.232 0.64
H 1.260 -0.331 2.648 0.53
H 1.633 -4.307 1.033 0.52
H -2.601 -4.392 -1.200 0.78
H -4.728 -2.770 -0.659 0.54
H -3.570 -0.389 -0.004 0.62
H 0.863 -3.523 -3.631 0.79
H 0.446 -1.392 -5.321 0.55
H -0.184 0.638 -3.652 0.40
H -1.147 -5.599 -0.101 0.59
H 0.460 -7.683 -0.740 0.50
H 2.549 -6.523 -2.082 0.51
F 4.614 5.350 1.740 -0.22
C 4.122 4.284 1.174 0.52
C 4.911 3.499 0.339 0.39
F 6.157 3.827 0.121 -0.23
C 4.372 2.366 -0.265 0.59
F 5.154 1.646 -1.049 -0.31
C 3.052 1.982 -0.051 -0.65
P 2.382 0.516 -0.867 1.62
C 3.402 -0.839 -0.289 1.26
C 3.488 -2.044 -0.997 -0.52
C 4.362 -3.033 -0.577 -0.95
C 5.153 -2.835 0.549 -0.91
C 5.051 -1.655 1.275 -1.04
C 4.175 -0.664 0.868 -0.80
C 2.654 0.868 -2.602 0.98
C 3.527 0.128 -3.396 -0.42
C 3.760 0.523 -4.708 -0.88
C 3.143 1.653 -5.220 -0.84
C 2.292 2.412 -4.418 -0.53
C 2.048 2.020 -3.116 -0.79
C 2.301 2.791 0.783 0.23
Br 0.473 2.388 1.112 0.24
C 2.792 3.924 1.397 0.28
F 2.020 4.665 2.173 -0.29
H 2.881 -2.233 -1.871 0.25
H 4.428 -3.954 -1.140 0.54
H 5.854 -3.599 0.857 0.50
H 5.666 -1.502 2.151 0.52
H 4.125 0.253 1.441 0.57
H 4.061 -0.724 -3.004 0.49
H 4.446 -0.045 -5.321 0.55
H 3.340 1.959 -6.239 0.48
H 1.843 3.313 -4.814 0.50
H 1.398 2.624 -2.491 0.06
C -4.243 4.281 -0.219 -1.20
N -3.608 3.121 -0.880 0.12
C -4.457 1.930 -0.926 -1.12
C -2.395 3.195 -1.405 0.72
S -1.442 1.677 -1.678 -0.27
N -1.894 4.318 -1.882 0.09
C -2.758 5.378 -2.455 -1.08
C -0.468 4.533 -2.132 -0.90
H -4.728 3.903 0.681 0.42
H -4.998 4.741 -0.854 0.42
H -3.486 5.010 0.057 0.39
H -5.404 2.204 -1.392 0.50
H -4.656 1.587 0.090 0.30
H -3.994 1.149 -1.522 0.42
H -3.753 4.987 -2.634 0.40
H -2.315 5.660 -3.408 0.40
H -2.794 6.249 -1.804 0.39
H 0.132 3.923 -1.467 -0.11
H -0.250 5.582 -1.936 0.56
H -0.237 4.312 -3.175 0.51
N -4.403 -2.711 9.247 -0.36
C -4.111 -2.222 8.251 -0.18
C -3.734 -1.611 7.008 0.51
C -2.414 -1.710 6.568 -0.89
C -2.038 -1.120 5.374 -0.32
C -2.999 -0.449 4.634 0.82
C -4.316 -0.338 5.051 -0.61
C -4.681 -0.924 6.252 -0.93
N -2.615 0.164 3.379 0.15
C -3.061 1.368 2.891 -0.94
C -2.448 1.552 1.696 -1.07
N -1.612 0.468 1.443 0.87
C -1.757 -0.345 2.499 -1.01
H -1.688 -2.233 7.174 0.48
H -1.005 -1.159 5.055 0.51
H -5.059 0.166 4.449 0.50
H -5.702 -0.858 6.602 0.49
H -3.747 1.984 3.445 0.61
H -2.543 2.376 1.014 0.61
H -1.316 -1.320 2.608 1.18

---

[4]
10
Properties=species:S:1:pos:R:3:nbo_charge:R:1 method="wB97M-V/def2-TZVPD" orbital_gap_ha=0.3704 energy_ha=-900.945370 molar_mass_g_mol=144.10
C -0.214 -1.428 0.699 0.37
C -0.975 -0.034 0.765 0.47
O 0.323 -1.964 1.706 -0.48
O 1.164 0.753 -2.510 -0.83
O -0.158 0.799 -0.317 -0.93
F -2.224 -0.085 0.250 -0.30
F 2.221 1.829 -0.497 -0.52
S 0.869 1.637 -1.474 1.89
H -0.119 -1.858 -0.367 0.15
H -0.887 0.351 1.746 0.19

---

[5]
26
Properties=species:S:1:pos:R:3:nbo_charge:R:1 method="wB97M-V/def2-TZVPD" orbital_gap_ha=0.3709 energy_ha=-406.911643 molar_mass_g_mol=131.22
C -0.186 -0.690 2.041 -0.62
C -0.096 -1.078 0.561 0.12
C 0.698 -2.463 0.455 -0.61
N -1.409 -1.232 -0.038 -0.88
C 0.778 -0.104 -0.234 -0.43
C 0.031 1.119 -0.957 0.27
C 1.100 1.989 -1.627 -0.61
C -0.794 1.998 -0.012 -0.64
O -0.766 0.593 -2.001 -0.76
H 0.804 -0.667 2.490 0.21
H -0.790 -1.418 2.582 0.21
H -0.636 0.293 2.160 0.21
H 1.746 -2.352 0.721 0.22
H 0.613 -2.848 -0.558 0.21
H 0.256 -3.182 1.144 0.20
H -2.111 -0.672 0.430 0.37
H -1.701 -2.199 -0.117 0.38
H 1.259 -0.628 -1.061 0.21
H 1.545 0.311 0.418 0.20
H 1.721 1.384 -2.282 0.21
H 1.729 2.471 -0.883 0.20
H 0.616 2.752 -2.234 0.22
H -0.181 2.358 0.811 0.21
H -1.653 1.466 0.389 0.19
H -1.182 2.855 -0.562 0.22
H -1.392 -0.055 -1.634 0.50

---

[6]
38
Properties=species:S:1:pos:R:3:nbo_charge:R:1 method="wB97M-V/def2-TZVPD" orbital_gap_ha="0.1954 / 0.2268" energy_ha=-2487.982094 charge=+3 molar_mass_g_mol=440.93
C 0.871 4.585 -0.835 -0.80
C 0.993 3.511 0.174 0.82
H 1.336 5.581 -0.635 0.37
H -0.196 4.725 -1.087 0.34
H 1.315 4.236 -1.774 0.30
O 0.895 3.382 1.346 -0.26
Cl -1.959 1.517 -3.045 -0.38
Sn -0.425 1.285 -1.211 1.01
P 2.267 -0.020 -0.936 1.25
C 3.442 -0.658 0.296 -0.99
C 2.374 -1.319 -2.237 -0.95
H 2.642 1.835 -2.472 0.25
H 4.135 0.909 -2.103 0.31
H 3.477 2.092 -0.914 0.25
C 3.226 1.350 -1.681 -0.98
H 1.599 -1.121 -2.984 0.28
H 3.368 -1.334 -2.693 0.29
H 4.423 -0.852 -0.175 0.31
H 3.055 -1.598 0.721 0.28
H 2.140 -2.280 -1.765 0.28
H 3.577 0.064 1.121 0.27
C 0.775 0.041 1.727 0.47
O 1.047 -0.354 2.765 -0.41
Cl -0.612 -1.331 -1.495 -0.50
C -4.451 -2.158 0.431 -0.44
N -3.312 -1.265 0.255 -0.47
C -2.745 -0.578 1.266 0.31
S -2.155 1.046 1.044 0.34
N -2.641 -1.180 2.477 -0.51
C -2.272 -2.607 2.593 -0.44
H -4.413 -2.644 1.403 0.24
H -4.414 -2.916 -0.354 0.27
H -5.394 -1.614 0.339 0.26
H -3.184 -0.852 -0.669 0.44
H -2.238 -0.583 3.201 0.43
H -1.216 -2.709 2.868 0.24
H -2.877 -3.062 3.387 0.27
H -2.456 -3.125 1.650 0.23

---

[7]
115
Properties=species:S:1:pos:R:3:mulliken_charge:R:1 method="wB97M-V/def2-TZVPD" orbital_gap_ha=0.2230 energy_ha=-8280.451343 charge=+3 molar_mass_g_mol=968.94
V -0.540 0.528 -0.966 -0.48
C 0.258 3.396 -1.887 -1.26
N -0.536 2.774 -0.777 -0.49
C -0.037 3.380 0.488 -1.14
C -1.984 3.105 -0.973 -0.81
C -2.350 2.466 -2.271 0.32
C -3.062 3.110 -3.269 -0.99
C -3.182 2.529 -4.528 -1.14
C -2.556 1.321 -4.800 -1.17
C -1.868 0.650 -3.797 -0.78
C -1.779 1.215 -2.531 1.82
H -0.017 4.450 -1.953 0.58
H 0.064 2.913 -2.836 0.29
H 1.312 3.318 -1.654 0.42
H -0.027 4.464 0.376 0.43
H 0.981 3.044 0.678 0.25
H -0.675 3.119 1.320 0.45
H -2.122 4.188 -0.990 0.84
H -2.551 2.719 -0.126 0.25
H -3.498 4.085 -3.075 0.59
H -3.734 3.040 -5.307 0.45
H -2.608 0.890 -5.792 0.56
H -1.404 -0.298 -4.023 0.88
C -4.251 0.109 -0.857 -1.34
As -2.667 -0.907 -1.277 1.66
C -3.270 -1.881 -2.834 -1.47
C -2.647 -2.312 0.059 -0.29
C -3.826 -2.909 0.488 -1.30
C -3.776 -3.880 1.484 -0.89
C -2.557 -4.244 2.042 -1.01
C -1.377 -3.666 1.586 -0.99
C -1.427 -2.712 0.579 0.89
As 0.141 -1.966 -0.251 1.12
C 0.185 -2.854 -1.986 -0.87
C 1.575 -2.936 0.586 -1.10
H -4.135 0.658 0.071 0.19
H -5.069 -0.598 -0.765 0.69
H -4.455 0.788 -1.679 0.54
H -4.101 -2.470 -2.456 0.63
H -2.509 -2.548 -3.223 0.32
H -3.614 -1.200 -3.602 0.60
H -4.787 -2.631 0.074 0.37
H -4.691 -4.349 1.824 0.48
H -2.521 -4.996 2.820 0.49
H -0.433 -3.974 2.015 0.47
H -0.089 -3.895 -1.843 0.61
H 1.200 -2.794 -2.379 0.46
H -0.482 -2.392 -2.704 -0.05
H 1.668 -2.706 1.638 0.19
H 2.497 -2.703 0.063 0.35
H 1.302 -3.978 0.428 0.72
C -3.703 0.194 5.887 -0.92
C -3.961 -0.728 4.696 -0.84
C -3.288 -0.262 3.415 -0.21
N -1.813 -0.363 3.575 0.21
C -0.906 -0.042 2.692 -0.11
S -1.496 0.693 1.213 0.07
N 0.402 -0.206 2.951 0.54
C 0.979 -0.876 4.135 0.40
O 1.776 -1.743 3.924 -0.49
C 0.560 -0.405 5.465 -0.18
C 0.772 -1.264 6.545 -0.69
C 0.442 -0.850 7.824 -0.76
C -0.079 0.424 8.024 -0.44
C -0.272 1.290 6.951 -0.81
C 0.042 0.876 5.669 0.33
H -4.263 -0.142 6.759 0.43
H -4.016 1.217 5.666 0.31
H -2.647 0.220 6.176 0.10
H -5.030 -0.789 4.491 0.41
H -3.632 -1.748 4.920 0.37
H -3.547 0.775 3.199 0.43
H -3.582 -0.879 2.567 -0.09
H -1.484 -0.704 4.473 0.53
H 1.047 -0.137 2.175 -0.44
H 1.197 -2.245 6.369 0.50
H 0.602 -1.512 8.666 0.47
H -0.328 0.751 9.027 0.44
H -0.656 2.288 7.121 0.47
H -0.078 1.563 4.837 0.41
O 0.832 0.435 -1.865 1.35
Si 2.538 0.349 -2.382 0.22
C 3.209 2.043 -2.550 0.33
C 3.866 2.709 -1.502 0.10
C 4.459 3.947 -1.707 -0.88
C 4.420 4.536 -2.968 -0.62
C 3.787 3.887 -4.022 -0.83
C 3.191 2.651 -3.815 -0.25
C 3.317 -0.475 -0.925 0.96
C 3.010 -0.028 0.373 0.15
C 3.694 -0.502 1.481 -1.35
C 4.698 -1.453 1.312 -0.86
C 5.013 -1.912 0.041 -0.95
C 4.330 -1.423 -1.071 -0.60
C 2.630 -0.550 -3.968 0.46
C 3.903 -0.674 -4.548 -0.59
C 4.056 -1.278 -5.789 -0.89
C 2.943 -1.747 -6.477 -0.71
C 1.675 -1.621 -5.925 -0.91
C 1.524 -1.028 -4.679 0.39
H 3.939 2.257 -0.520 0.36
H 4.970 4.446 -0.892 0.47
H 4.897 5.494 -3.131 0.44
H 3.773 4.337 -5.006 0.47
H 2.710 2.152 -4.653 0.46
H 2.260 0.751 0.515 0.63
H 3.481 -0.118 2.474 0.63
H 5.239 -1.826 2.172 0.45
H 5.797 -2.649 -0.089 0.46
H 4.600 -1.786 -2.060 0.40
H 4.782 -0.282 -4.042 0.51
H 5.043 -1.373 -6.225 0.46
H 3.065 -2.205 -7.450 0.42
H 0.811 -1.983 -6.469 0.47
H 0.530 -0.936 -4.257 0.07